Record 1
23
Properties=species:S:1:pos:R:3 method="wB97M-V/def2-TZVPD" max_force_ev_per_a=4.1 e_tot_ha=-351.2524 de_lowest_kcal_mol=48.8 homo_ha=-0.3216 spin_multiplicity=1 homo_lumo_gap_ev=9.7
C -1.22604 3.48549 -0.34534
C -1.23104 2.11415 -1.01339
H -1.09960 4.41255 -0.91416
H -2.18689 3.60337 0.21212
H -0.39096 3.76773 0.53636
H -0.60416 1.91484 -1.87310
H -0.97426 1.38857 -0.26523
H -2.19893 1.73557 -1.41120
C 2.55706 -0.35937 0.12205
C 0.43594 -1.32599 -0.82530
C 1.21568 -0.96663 0.24146
C -0.45744 -2.33197 -0.73890
C 0.66347 -1.29472 1.53971
C -0.92538 -2.85921 0.43021
C -0.40778 -2.19388 1.61647
H 0.64657 -0.87579 -1.76155
H -0.81356 -2.78193 -1.63596
H 3.04867 -0.72779 1.05439
H 2.36852 0.69507 0.23073
H 1.21500 -0.90106 2.32740
H -1.67176 -3.61408 0.63270
H -0.97242 -2.14396 2.66537
H 3.00930 -0.74096 -0.82485

---

Record 2
23
Properties=species:S:1:pos:R:3 method="wB97M-V/def2-TZVPD" max_force_ev_per_a=2.6 e_tot_ha=-351.2988 de_lowest_kcal_mol=19.7 homo_ha=-0.3248 spin_multiplicity=1 homo_lumo_gap_ev=9.9
C -1.07791 2.58451 -0.94913
C 0.30845 0.69480 -0.05155
C 0.23596 2.05514 -0.39336
C 1.34200 0.23739 0.73716
C 1.14471 2.94354 0.16890
C 2.32498 1.12748 1.18522
C 2.20150 2.48225 0.92494
H -0.32854 0.01196 -0.60367
H 1.39697 -0.72309 1.24783
H -1.40318 3.41678 -0.33678
H -1.72627 1.76109 -1.23097
H 0.95805 3.98902 -0.01963
H 3.20957 0.69514 1.62568
H 2.85551 3.17583 1.44344
H -0.85417 3.04086 -1.92334
C -1.14193 -2.73609 0.06025
C -1.52132 -4.12048 -0.50203
H -0.94467 -2.84431 1.12831
H -0.30675 -2.35746 -0.52486
H -1.95478 -2.00617 -0.03717
H -2.20642 -4.03204 -1.33822
H -1.87721 -4.77491 0.29470
H -0.63453 -4.62122 -0.90576

---

Record 3
23
Properties=species:S:1:pos:R:3 method="wB97M-V/def2-TZVPD" max_force_ev_per_a=2.8 e_tot_ha=-351.3020 de_lowest_kcal_mol=17.7 homo_ha=-0.3276 spin_multiplicity=1 homo_lumo_gap_ev=9.8
C -1.76797 2.57138 2.27329
C -0.89436 1.40803 2.74602
H -1.46638 3.48875 2.76817
H -1.72241 2.69652 1.19590
H -2.82828 2.36451 2.44188
H -1.09813 0.48681 2.19824
H -1.00200 1.28245 3.81904
H 0.16855 1.57253 2.56051
C 2.43777 -0.11022 -0.38900
C 0.94115 -2.06018 -0.77074
C 1.34380 -0.78482 -1.13380
C -0.14882 -2.73388 -1.32707
C -0.94498 -2.01437 -2.18209
C 0.53868 -0.10086 -2.08646
C -0.61334 -0.70315 -2.54047
H 1.48632 -2.53832 0.03620
H -0.36640 -3.68220 -0.85748
H 3.04772 0.56805 -1.00799
H 3.21375 -0.54479 0.23096
H -1.93477 -2.37803 -2.43967
H 1.01267 0.78591 -2.49161
H -1.29613 -0.22682 -3.23282
H 1.89357 0.65270 0.18902

---

Record 4
23
Properties=species:S:1:pos:R:3 method="wB97M-V/def2-TZVPD" max_force_ev_per_a=1.4 e_tot_ha=-351.3172 de_lowest_kcal_mol=8.1 homo_ha=-0.3342 spin_multiplicity=1 homo_lumo_gap_ev=10.1
C -0.87893 1.39162 -1.86578
C -1.31207 0.26010 0.31631
C -1.05540 0.13321 -1.03761
C -1.51936 -0.85848 1.13084
C -1.02687 -1.13651 -1.60664
C -1.54456 -2.11469 0.55010
C -1.26008 -2.24839 -0.80112
H -1.27083 1.19238 0.86004
H -1.66045 -0.67621 2.18525
H -0.75898 1.13890 -2.91901
H 0.05622 1.85495 -1.55686
H -0.91623 -1.30107 -2.66755
H -1.62050 -3.01650 1.14188
H -1.08408 -3.22971 -1.21985
H -1.70885 2.07621 -1.71048
C 1.82708 1.49055 1.25960
C 2.59403 0.16538 0.98818
H 1.04554 1.24332 1.96534
H 2.47522 2.18353 1.77778
H 1.37627 1.97502 0.39682
H 3.49076 0.06677 1.58389
H 2.81463 0.04965 -0.07175
H 1.93743 -0.64001 1.30063

---

Record 5
23
Properties=species:S:1:pos:R:3 method="wB97M-V/def2-TZVPD" max_force_ev_per_a=3.9 e_tot_ha=-351.2690 de_lowest_kcal_mol=38.4 homo_ha=-0.3303 spin_multiplicity=1 homo_lumo_gap_ev=10.0
C 1.70783 -2.27871 1.58029
C 0.39785 -1.59185 1.72197
H 1.50722 -2.93031 0.69417
H 2.55900 -1.59255 1.22675
H 1.85348 -3.17046 2.32629
H -0.07793 -1.36518 0.78900
H 0.70157 -0.67863 2.32804
H -0.20855 -2.36945 2.13646
C -0.84762 -0.22593 -2.54257
C -0.30442 2.23687 0.81474
C 0.66174 2.28349 -0.20299
C -1.52018 1.55550 0.69182
C 0.50626 1.43573 -1.32446
C -1.62301 0.71005 -0.42399
C -0.61014 0.62412 -1.35689
H -0.08014 2.73350 1.68522
H 1.61368 2.75575 -0.16448
H -2.28017 1.51711 1.40230
H 1.25677 1.38727 -2.10623
H -2.52539 0.21263 -0.54612
H -1.82900 -0.56256 -2.68356
H -0.14185 -1.00785 -2.62563
H -0.71700 0.32146 -3.42013

---

Record 6
23
Properties=species:S:1:pos:R:3 method="wB97M-V/def2-TZVPD" max_force_ev_per_a=4.5 e_tot_ha=-351.2612 de_lowest_kcal_mol=43.3 homo_ha=-0.3159 spin_multiplicity=1 homo_lumo_gap_ev=9.6
C -0.14344 3.55778 -0.50980
C 0.41322 1.43067 -1.80218
C -0.27723 2.07868 -0.72095
C 0.32808 0.07356 -2.08592
C -1.20698 1.34966 0.04470
C -0.55673 -0.70951 -1.30406
C -1.35040 0.03759 -0.35868
H 0.93813 2.12890 -2.40690
H 0.99783 -0.42824 -2.82371
H -0.34940 3.91686 0.46252
H -0.70100 4.02910 -1.36578
H -1.89250 1.82024 0.71717
H -0.69797 -1.77348 -1.35365
H -2.32138 -0.51104 -0.03777
H 0.90790 3.88963 -0.87856
C 0.85313 -2.09731 1.29920
C 0.61743 -3.22329 2.23268
H 0.20612 -2.09366 0.38027
H 0.48212 -1.13826 1.72063
H 1.89805 -1.99301 1.04465
H 1.42288 -3.23839 2.84950
H 0.51143 -4.23006 1.78480
H -0.07927 -2.87644 3.11185

---

Record 7
23
Properties=species:S:1:pos:R:3 method="wB97M-V/def2-TZVPD" max_force_ev_per_a=5.2 e_tot_ha=-351.2396 de_lowest_kcal_mol=56.9 homo_ha=-0.3326 spin_multiplicity=1 homo_lumo_gap_ev=10.0
C -1.77200 1.19653 -0.84258
C -1.58827 2.52838 -0.09310
H -1.22335 1.28380 -1.79248
H -1.53470 0.20680 -0.31467
H -2.84756 1.15765 -0.83258
H -2.38387 3.24493 -0.62919
H -0.58056 2.99080 -0.25737
H -1.67957 2.49153 1.04734
C -0.85255 -2.31948 0.69798
C 0.61434 -0.85740 -0.94138
C 0.29723 -1.38013 0.33659
C 1.92558 -0.33379 -1.15412
C 1.12210 -0.99180 1.38260
C 2.57449 0.16917 -0.02384
C 2.25493 -0.16800 1.20395
H -0.07114 -1.00205 -1.88277
H 2.21350 0.10505 -2.11067
H -1.84003 -1.87443 0.91881
H -0.52679 -3.12712 1.39981
H 0.98681 -1.29689 2.29953
H 3.32455 0.91768 -0.27833
H 2.84930 0.10686 2.10393
H -1.26245 -3.04810 -0.23745

---

Record 8
23
Properties=species:S:1:pos:R:3 method="wB97M-V/def2-TZVPD" max_force_ev_per_a=2.4 e_tot_ha=-351.2980 de_lowest_kcal_mol=20.2 homo_ha=-0.3335 spin_multiplicity=1 homo_lumo_gap_ev=10.1
C -2.46026 -2.29354 1.15484
C -2.23140 -0.79951 1.01964
H -1.57548 -2.89996 0.90234
H -2.59720 -2.56531 2.20595
H -3.25432 -2.59589 0.48118
H -2.89307 -0.21348 1.65992
H -1.20759 -0.41102 1.00701
H -2.44690 -0.45158 -0.00729
C 2.90133 1.73847 0.60245
C 0.83301 1.89437 -0.79965
C 1.87777 1.11378 -0.28556
C -0.22364 1.28458 -1.43100
C -0.38558 -0.08129 -1.61250
C 1.71322 -0.25802 -0.39349
C 0.61486 -0.83668 -1.04204
H 0.97008 2.95439 -0.62457
H -0.96408 2.00116 -1.80569
H 3.18787 2.70941 0.18540
H 3.84076 1.23010 0.82616
H -1.23536 -0.47743 -2.15150
H 2.43818 -1.05231 -0.21867
H 0.72139 -1.90222 -1.22326
H 2.37643 1.91197 1.55034

---

Record 9
23
Properties=species:S:1:pos:R:3 method="wB97M-V/def2-TZVPD" max_force_ev_per_a=1.9 e_tot_ha=-351.3074 de_lowest_kcal_mol=14.3 homo_ha=-0.3317 spin_multiplicity=1 homo_lumo_gap_ev=10.0
C -1.01985 -1.37899 1.81709
C -2.16504 -1.34042 -0.40745
C -0.99176 -1.20239 0.32816
C -2.13306 -1.11022 -1.77660
C -0.92710 -1.06832 -2.46012
C 0.21251 -0.94422 -0.33395
C 0.23876 -1.03121 -1.71523
H -3.09115 -1.49245 0.13042
H -3.06183 -1.17954 -2.32801
H -1.71882 -0.71811 2.33135
H -0.05694 -1.23214 2.31558
H -0.95210 -1.08855 -3.53943
H 1.09757 -1.05174 0.27877
H 1.16565 -0.95279 -2.27471
H -1.23950 -2.41436 2.07175
C 1.22734 2.11211 0.24645
C 2.36274 2.50215 1.20155
H 1.59584 1.31838 -0.40397
H 0.38064 1.71057 0.78772
H 0.92823 2.88970 -0.45541
H 2.10071 2.48891 2.25445
H 3.18447 1.78421 1.10141
H 2.86267 3.39940 0.83016

---

Record 10
23
Properties=species:S:1:pos:R:3 method="wB97M-V/def2-TZVPD" max_force_ev_per_a=6.9 e_tot_ha=-351.2108 de_lowest_kcal_mol=74.9 homo_ha=-0.3114 spin_multiplicity=1 homo_lumo_gap_ev=9.5
C -0.81670 -1.76276 0.77730
C 0.43102 -1.80374 -1.53761
C 0.31980 -1.47250 -0.15091
C 1.24759 -1.17724 -2.34937
C 1.35797 -0.58123 0.18289
C 2.03145 0.00390 -1.95090
C 2.30253 -0.06469 -0.60398
H -0.44378 -2.49415 -1.73909
H 1.32961 -1.20479 -3.39976
H -1.06171 -0.64703 1.08049
H -0.72652 -2.37118 1.64336
H 1.37892 -0.58298 1.31495
H 2.36521 0.70975 -2.61933
H 3.10155 0.46492 -0.10191
H -1.57608 -2.41759 0.17209
C -0.82557 2.12044 1.57436
C -1.96816 1.65282 0.64339
H -0.18061 2.97572 1.15534
H -1.17093 2.63596 2.49525
H -0.06173 1.41727 1.95655
H -2.36112 0.63347 0.94674
H -1.75357 1.62183 -0.33998
H -2.91915 2.34382 0.85013